[1]
Here is a molecular structure, C28H28Cl2IrN6O2S5 from the OMol25 dataset. Energies are from wB97M-V/def2-TZVPD.

```
72
Properties=species:S:1:pos:R:3
Ir -0.340 -0.542 0.086
S -1.042 -7.630 1.319
C -0.870 -8.566 -0.091
C -0.645 -7.797 -1.193
C -0.613 -6.418 -0.884
C -0.815 -6.161 0.449
C -0.843 -4.870 1.129
C -0.516 -3.693 0.429
N -0.521 -2.493 0.976
C -0.794 -2.365 2.299
C -1.132 -3.470 3.083
C -1.385 -3.276 4.484
C -1.229 -2.062 5.052
C -0.808 -0.929 4.273
C -0.542 0.328 4.833
C -0.072 1.363 4.049
C 0.074 1.112 2.671
N -0.228 -0.047 2.114
C -0.634 -1.087 2.899
C 0.274 2.677 4.581
C 0.404 3.857 3.895
C 0.741 4.945 4.731
C 0.865 4.573 6.037
S 0.575 2.911 6.260
C -1.173 -4.725 2.465
H -0.943 -9.640 -0.035
H -0.509 -8.201 -2.184
H -0.449 -5.658 -1.635
H -0.228 -3.751 -0.613
H -1.682 -4.130 5.079
H -1.398 -1.923 6.112
H -0.701 0.474 5.895
H 0.448 1.882 2.014
H 0.238 3.961 2.831
H 0.883 5.957 4.385
H 1.117 5.192 6.882
H -1.451 -5.589 3.057
N -0.897 -1.403 -1.735
C -0.931 -0.377 -2.792
C -1.253 -0.958 -4.167
C -1.346 0.081 -5.286
C -2.458 1.119 -5.123
N -2.229 2.158 -4.115
C -1.325 3.130 -4.194
N -1.221 3.991 -3.182
N -0.587 3.295 -5.287
C 0.450 0.295 -2.671
O 0.829 1.098 -3.492
O 1.137 -0.101 -1.622
H -0.193 -2.088 -2.011
H -1.791 -1.876 -1.615
H -1.701 0.337 -2.507
H -2.206 -1.494 -4.101
H -0.491 -1.696 -4.434
H -1.550 -0.448 -6.219
H -0.377 0.562 -5.396
H -3.395 0.637 -4.840
H -2.657 1.599 -6.085
H -2.781 2.142 -3.268
H -1.745 3.836 -2.330
H -0.501 4.692 -3.174
H -0.616 2.630 -6.038
H 0.151 3.978 -5.307
S -3.467 2.651 -0.655
C -2.318 1.568 -0.274
S -2.591 -0.090 0.247
S -0.609 1.736 -0.377
Cl 2.754 0.208 0.774
C 3.596 -1.173 0.052
Cl 2.475 -2.477 -0.373
H 4.289 -1.563 0.787
H 4.099 -0.838 -0.847
```

## Properties
* largest force on an atom: 0.58 eV Å⁻¹
* Kohn-Sham gap (spin up / spin down): 6.66 / 4.99 eV
* M: 904.030 Da
* E_tot: -4578.080105 Eh
* total charge: +2
* 2S+1: 2

---

[2]
Here is a molecular structure, C28H28F11N6O5ReS3 from the OMol25 dataset. Energies are from wB97M-V/def2-TZVPD.

```
82
Properties=species:S:1:pos:R:3
Re 1.499 -0.562 0.573
F 2.218 -2.346 5.225
C 3.331 -1.916 4.642
F 4.191 -1.507 5.555
F 3.859 -2.881 3.913
S 2.884 -0.498 3.552
O 1.952 -1.148 2.595
O 2.291 0.473 4.417
N 4.228 -0.077 2.913
S 4.583 -0.087 1.382
O 3.614 -0.883 0.586
O 4.958 1.182 0.866
C 6.069 -1.179 1.344
F 6.437 -1.324 0.081
F 7.034 -0.604 2.038
F 5.769 -2.355 1.868
N -0.491 3.133 1.038
C 0.342 2.408 1.781
N 0.021 2.121 3.032
S 1.852 1.903 1.108
H -1.327 3.552 1.414
H -0.201 3.388 0.109
H -0.827 2.458 3.460
H 0.705 1.638 3.606
F 0.028 -2.917 -0.415
C 1.321 -2.622 -0.009
F 2.110 -2.874 -1.105
C 1.680 -3.746 0.982
F 0.862 -3.702 2.058
F 1.555 -4.953 0.432
F 2.940 -3.612 1.415
N 1.299 -0.207 -1.155
C 1.451 -0.034 -2.424
C 2.812 0.219 -2.928
C 3.712 0.972 -2.175
C 5.004 1.164 -2.633
C 5.405 0.592 -3.833
C 4.513 -0.163 -4.583
C 3.214 -0.345 -4.140
C 0.311 -0.149 -3.343
C -0.718 -1.054 -3.082
C -1.766 -1.180 -3.977
C -1.800 -0.395 -5.120
C -0.783 0.517 -5.378
C 0.278 0.635 -4.500
H 3.393 1.425 -1.246
H 5.695 1.760 -2.051
H 6.417 0.735 -4.186
H 4.832 -0.615 -5.512
H 2.518 -0.942 -4.714
H -0.669 -1.687 -2.204
H -2.562 -1.881 -3.771
H -2.623 -0.493 -5.816
H -0.816 1.129 -6.270
H 1.080 1.334 -4.698
C -6.799 1.077 -0.857
C -5.745 2.084 -0.423
N -4.775 1.516 0.523
C -4.845 1.982 1.904
C -6.094 1.514 2.636
C -3.807 0.734 -0.005
O -3.688 0.551 -1.206
C -2.836 0.026 0.908
C -3.212 -0.724 2.011
C -2.235 -1.406 2.712
C -0.922 -1.320 2.302
N -0.547 -0.612 1.219
C -1.503 0.035 0.532
H -7.509 1.549 -1.535
H -7.352 0.690 -0.001
H -6.333 0.243 -1.379
H -6.206 2.941 0.069
H -5.197 2.448 -1.292
H -4.824 3.076 1.888
H -3.950 1.660 2.433
H -6.995 1.905 2.165
H -6.078 1.864 3.668
H -6.167 0.425 2.641
H -4.250 -0.784 2.311
H -2.476 -2.014 3.572
H -0.146 -1.845 2.833
H -1.195 0.585 -0.347
```

## Properties
* largest force on an atom: 0.46 eV Å⁻¹
* Kohn-Sham gap (spin up / spin down): 7.38 / 6.98 eV
* M: 1019.955 Da
* E_tot: -4159.761660 Eh
* total charge: +1
* 2S+1: 2

---

[3]
Here is a molecular structure, C28H28N2SiTc from the OMol25 dataset. Energies are from wB97M-V/def2-TZVPD.

```
60
Properties=species:S:1:pos:R:3
C -0.120 -1.327 1.019
C 0.392 -2.007 -0.138
C 1.557 -1.298 -0.594
H 0.007 -2.922 -0.569
C 1.749 -0.176 0.273
C 0.727 -0.196 1.270
H 0.669 0.492 2.111
H -0.971 -1.661 1.612
H 2.173 -1.573 -1.446
H 2.596 0.499 0.258
Tc -0.170 -0.038 -0.640
C -3.136 -0.458 -4.419
H -2.144 -0.036 -4.642
H -3.464 -0.900 -5.374
H -3.307 -1.429 -3.807
Si -2.205 -0.990 -2.564
C -3.319 -1.728 -1.277
C -3.028 -2.803 -0.418
H -2.012 -3.197 -0.320
C -4.056 -3.408 0.315
H -3.828 -4.283 0.928
C -5.366 -2.922 0.229
H -6.179 -3.448 0.738
C -5.635 -1.794 -0.551
H -6.655 -1.426 -0.653
C -4.603 -1.158 -1.242
H -4.799 -0.241 -1.804
C -0.936 -2.167 -3.252
C -1.444 -3.451 -3.511
H -2.409 -3.752 -3.084
C -0.748 -4.320 -4.348
H -1.176 -5.294 -4.563
C 0.483 -3.934 -4.890
H 1.023 -4.623 -5.545
C 0.999 -2.666 -4.613
H 1.955 -2.368 -5.037
C 0.296 -1.768 -3.804
H 0.686 -0.760 -3.600
H -1.934 0.448 -2.238
H -3.859 0.309 -4.102
C 2.099 3.150 -2.490
C 1.284 4.277 -2.286
C 0.166 4.149 -1.478
C -0.113 2.917 -0.893
N 0.649 1.791 -1.146
C 1.762 1.928 -1.932
C -1.257 2.632 -0.049
C -2.279 3.537 0.243
C -3.339 3.127 1.044
C -3.326 1.816 1.550
C -2.282 0.950 1.246
N -1.262 1.338 0.413
H 2.996 3.190 -3.114
H 1.522 5.230 -2.768
H -0.512 4.996 -1.287
H 2.404 1.041 -2.087
H -2.221 4.534 -0.180
H -4.156 3.812 1.277
H -4.108 1.465 2.232
H -2.261 -0.072 1.658
```

## Properties
* largest force on an atom: 4.13 eV Å⁻¹
* Kohn-Sham gap (spin up / spin down): 5.27 / 7.23 eV
* M: 518.632 Da
* E_tot: -1562.912494 Eh
* total charge: +2
* 2S+1: 4

---

[4]
Here is 2 unconnected molecules or ions with the total composition C28H28N3O from the OMol25 dataset. Energies are from wB97M-V/def2-TZVPD.

```
60
Properties=species:S:1:pos:R:3
C 6.938 -2.899 2.087
O 6.072 -1.787 2.440
C 4.721 -1.979 2.445
C 3.873 -0.835 2.440
C 2.500 -1.001 2.390
C 1.926 -2.272 2.479
N 0.540 -2.365 2.411
C -0.255 -1.260 2.198
N -1.507 -1.776 2.116
C -2.706 -1.019 1.867
C -1.508 -3.163 2.304
C -0.231 -3.542 2.484
C 2.743 -3.406 2.549
C 4.131 -3.267 2.471
H 7.947 -2.491 2.131
H 6.849 -3.736 2.797
H 6.721 -3.247 1.064
H 4.294 0.164 2.450
H 1.830 -0.151 2.288
H -2.473 -0.094 1.319
H -3.392 -1.624 1.266
H -3.226 -0.751 2.796
H -2.405 -3.741 2.239
H 0.186 -4.518 2.627
H 2.314 -4.406 2.632
H 4.770 -4.147 2.412
C -0.622 -1.311 -2.950
C -1.417 -0.081 -2.813
N -2.379 0.265 -3.709
C -2.833 -0.602 -4.792
C -2.925 1.517 -3.387
C -2.283 1.964 -2.210
C -2.709 3.160 -1.634
C -3.772 3.859 -2.225
C -4.405 3.390 -3.386
C -3.967 2.203 -3.990
C -1.316 0.933 -1.812
C -0.554 0.865 -0.637
C -0.055 1.995 0.103
C 0.239 3.227 -0.547
C 0.607 4.355 0.171
C 0.702 4.300 1.567
C 0.545 3.062 2.212
C 0.183 1.925 1.501
H 0.209 -1.239 -2.243
H -1.212 -2.203 -2.692
H -0.221 -1.424 -3.970
H -3.670 -0.126 -5.317
H -2.006 -0.783 -5.494
H -3.161 -1.574 -4.384
H -2.208 3.521 -0.739
H -4.119 4.783 -1.771
H -5.227 3.942 -3.830
H -4.391 1.814 -4.910
H -0.316 -0.124 -0.232
H 0.152 3.274 -1.635
H 0.796 5.295 -0.353
H 0.936 5.197 2.137
H 0.706 2.999 3.290
H 0.041 0.942 1.981
```

## Properties
* largest force on an atom: 2.36 eV Å⁻¹
* Kohn-Sham gap: 5.23 eV
* M: 422.552 Da
* E_tot: -1322.992591 Eh
* total charge: +1